Density functional theory data (ωB97M-V/def2-TZVPD) for an isolated molecule of C4H6N2S.

Properties
Multiplicity   1
SMILES string   S/N=C1\C=CNC1
Orbital gap   8.57 eV
Calculated total energy   -18059.245 eV

```
13
Properties=species:S:1:pos:R:3:forces:R:3:nbo_charge:R:1
C -0.23201 0.07465 -0.09248 1.31 0.64 -1.18 0.2430
C -0.95886 0.81386 -1.19805 -0.73 -0.24 -1.41 -0.2556
C 1.30889 0.85010 -1.50373 -0.17 0.98 -1.12 0.0792
C 1.23846 0.19090 -0.35520 -1.76 0.04 0.38 -0.4289
H -1.24980 -1.30936 2.80975 0.16 -0.12 0.03 0.1128
H -1.39919 1.76341 -0.83007 0.22 -0.48 -0.09 0.2137
H -1.78925 0.17200 -1.62927 1.00 0.80 0.48 0.2235
H 0.12366 1.67680 -2.96531 -0.46 0.23 0.18 0.4010
H 2.16774 1.34757 -1.88942 0.76 -0.21 -0.48 0.2028
H 2.08913 -0.01148 0.24387 0.23 -0.33 0.63 0.2399
N -0.93327 -0.43091 0.80310 -0.97 -0.53 1.05 -0.5937
N 0.12594 1.07567 -2.16427 0.26 -0.44 0.81 -0.5998
S -0.15187 -1.23308 2.04283 0.13 -0.34 0.72 0.1621
```
Positions in Å, forces in eV/Å.

---

Density functional theory data (ωB97M-V/def2-TZVPD) for an isolated molecule of C4H6N2S.

Properties
Multiplicity   1
Orbital gap (spin up / spin down)   7.69 / 7.70 eV
Calculated total energy   -18057.194 eV

```
13
Properties=species:S:1:pos:R:3:forces:R:3:nbo_charge:R:1
C 0.66034 -1.68038 -0.00563 -1.13 -0.37 -0.59 0.0536
C 0.05109 1.48342 -0.10821 3.84 -0.40 0.47 0.4225
C -0.64159 -0.93195 0.44855 2.45 -0.31 0.91 -0.4411
C -0.88543 0.39596 -0.26472 -1.36 -1.50 -3.43 -0.5392
N 1.67910 -1.09024 -0.41657 1.80 -0.80 -0.46 -0.6157
N 0.10636 2.61327 0.34283 -2.80 -0.90 -0.25 -0.6177
S 2.23961 0.38493 -0.56247 -2.45 2.48 0.42 0.2003
H 0.86670 -2.75708 -0.25191 -1.65 0.46 1.09 0.2041
H -1.50967 -1.49036 0.24131 -0.92 -1.05 -0.21 0.2251
H -0.61772 -0.80173 1.55661 0.08 0.05 -0.69 0.2245
H -1.90799 0.65421 -0.00329 -0.11 0.71 0.11 0.2418
H -0.97558 0.11418 -1.44566 0.48 0.87 2.62 0.2511
H 0.93478 3.10577 0.46916 1.75 0.77 0.00 0.3909
```
Positions in Å, forces in eV/Å.

---

Density functional theory data (ωB97M-V/def2-TZVPD) for a cluster of 2 separate species, C4H6N2S in total.

Properties
Multiplicity   1
Orbital gap   8.66 eV
Calculated total energy   -18053.701 eV

```
13
Properties=species:S:1:pos:R:3:forces:R:3:nbo_charge:R:1
C -3.01782 -0.29787 -0.06531 0.64 0.47 -2.91 -0.6921
C -1.41373 -0.34527 -0.04578 -0.85 -0.80 -1.43 0.0824
C -0.20408 -0.37003 -0.32302 -2.62 1.66 2.11 -0.1370
C 1.16679 0.12252 -0.10340 -0.78 1.91 -0.22 0.3457
H -3.41094 -0.19325 0.95861 0.26 0.12 -0.56 0.2389
H -3.65337 -1.29558 -0.60642 2.46 3.08 1.51 0.2596
H -3.21750 0.76719 -0.75277 0.19 -3.33 2.14 0.2525
H 0.71613 2.08091 -0.06356 2.39 -2.27 -0.39 0.3664
H 1.97618 -1.81240 0.80647 -0.43 3.95 -3.49 0.4374
H 3.70805 1.31895 0.50429 -0.38 -3.86 -1.16 0.1797
N 1.59285 1.37821 -0.07380 -3.80 -0.57 0.13 -0.6751
N 2.04862 -0.91897 -0.05789 2.67 -3.04 3.10 -0.7572
S 3.70882 -0.43439 -0.17742 0.26 2.69 1.15 0.0987
```
Positions in Å, forces in eV/Å.

---

Computed values of ΔE to the lowest compared entry with this formula, charge and spin (unit: kcal/mol) for the preceding records, in sequence: 39.84 87.14 167.70.